(1)
The following is a DFT calculation (the ωB97M-V functional and the def2-TZVPD basis) of a 5-piece molecular cluster, C20H40O5 overall at a distorted geometry.

Element x y z (Å)
C1 -0.9193 4.0890 3.9244
C2 -2.4301 4.4587 3.9280
C3 -2.4419 5.3886 2.7456
O1 -1.2676 6.1067 3.0136
C4 -0.1452 5.3346 3.5409
H1 -0.7982 3.2764 3.2080
H2 -0.6100 3.7306 4.9063
H3 -2.7069 4.9276 4.8723
H4 -3.1723 3.6647 3.8465
H5 -3.2329 6.1214 2.5862
H6 -2.3093 4.8219 1.8240
H7 0.4297 5.7569 4.3651
H8 0.6117 5.2019 2.7678
C5 5.7153 -1.0019 -0.4032
C6 6.0223 -0.8721 1.1171
C7 4.7311 -0.3921 1.7371
O2 4.1693 0.3443 0.5789
C8 4.4148 -0.2215 -0.6744
H9 5.4747 -2.0267 -0.6859
H10 6.5304 -0.6876 -1.0551
H11 6.8662 -0.2177 1.3356
H12 6.2618 -1.8607 1.5089
H13 4.9474 0.2588 2.5842
H14 3.9711 -1.1250 2.0079
H15 4.4295 0.4109 -1.5621
H16 3.5757 -0.8272 -1.0168
C9 -6.1094 -3.4623 -0.0744
C10 -5.0515 -3.1149 -1.0827
C11 -4.6861 -1.6443 -0.6871
O3 -5.1597 -1.4129 0.6407
C12 -6.3352 -2.2127 0.6799
H17 -5.7966 -4.1602 0.7022
H18 -7.0655 -3.8429 -0.4340
H19 -5.2947 -3.0663 -2.1441
H20 -4.1729 -3.7516 -0.9785
H21 -5.0738 -0.8693 -1.3483
H22 -3.6526 -1.3558 -0.4953
H23 -7.1776 -1.6387 0.2936
H24 -6.5724 -2.3736 1.7315
C13 0.6310 0.4813 1.1232
C14 -0.3675 -0.1594 0.2195
C15 -1.4475 0.9434 -0.0577
O4 -0.9556 2.1262 0.6527
C16 0.4536 1.9938 0.7672
H25 1.6139 0.1397 0.7986
H26 0.5726 0.3196 2.1996
H27 -0.7930 -1.0197 0.7361
H28 0.0425 -0.5767 -0.7002
H29 -2.3917 0.7024 0.4306
H30 -1.5811 1.2295 -1.1009
H31 0.8045 2.5820 1.6151
H32 0.8818 2.3215 -0.1801
C17 2.1987 -2.5187 -5.2207
C18 1.1868 -3.1680 -4.4272
C19 1.4824 -2.7741 -2.9606
O5 2.3044 -1.5288 -3.0749
C20 3.1562 -1.6825 -4.2191
H33 1.8689 -1.9360 -6.0808
H34 2.8382 -3.3187 -5.5938
H35 1.0659 -4.2498 -4.4844
H36 0.2052 -2.7886 -4.7109
H37 2.0790 -3.5121 -2.4244
H38 0.6817 -2.3810 -2.3342
H39 4.0861 -2.2229 -4.0424
H40 3.4138 -0.7572 -4.7345

Results
Molar mass   360.5 u
2S+1   2
E_HOMO (alpha / beta)   1.0 / -6.9 eV
Kohn-Sham gap (alpha / beta)   0.0678 / 0.3550 Ha
Total charge   -1
Electronic energy   -1162.02846 a.u.
LUMO level (alpha / beta)   2.85 / 2.78 eV
Relative energy (zero: lowest compared OMol25 entry of this formula, charge and spin)   4.0 kJ/mol
⟨S²⟩   0.7505


(2)
The following is a DFT calculation (the ωB97M-V functional and the def2-TZVPD basis) of a 9-piece molecular cluster, C20H41FN16O10 overall at a distorted geometry.

Element x y z (Å)
O1 7.8626 1.5672 0.1332
C1 7.0418 0.6221 -0.0835
C2 7.5585 -0.8791 -0.3733
C3 6.7932 -1.7958 -1.1331
C4 5.3683 -1.3222 -1.7308
O2 4.9967 -1.8869 -2.7901
C5 4.5953 -0.1763 -0.9571
C6 3.0674 0.0323 -0.9278
C7 2.1002 -0.9884 -1.7343
C8 1.8238 -2.2098 -0.6888
F1 3.0057 -3.0465 -0.7424
C9 2.3300 1.1578 -0.1320
C10 3.1869 2.1395 0.7001
C11 4.7471 1.9469 0.6852
C12 5.4600 0.8311 -0.1064
H1 8.5786 -1.2018 0.0244
H2 7.0976 -2.8679 -1.3815
H3 2.5759 -1.3784 -2.6952
H4 1.1281 -0.4522 -2.0381
H5 0.8546 -2.7666 -0.9028
H6 1.8185 -1.7364 0.3630
H7 1.1973 1.2993 -0.1187
H8 2.6945 2.9638 1.3289
H9 5.3531 2.6713 1.3373
N1 -3.0788 -2.9438 0.2106
C13 -2.2075 -1.9067 0.1283
N2 -2.6703 -0.8316 -0.5469
O3 -1.0898 -1.9403 0.6257
H10 -3.9994 -2.9341 -0.1922
H11 -2.7702 -3.7639 0.7062
H12 -2.0518 -0.0402 -0.6297
H13 -3.5841 -0.7828 -0.9632
N3 -4.0681 3.0019 2.1852
C14 -3.1380 2.5389 1.3180
N4 -1.8595 2.6435 1.7535
O4 -3.4287 2.0626 0.2288
H14 -3.8490 3.3953 3.0850
H15 -5.0321 2.9416 1.8997
H16 -1.1361 2.3091 1.1380
H17 -1.6014 3.0308 2.6440
N5 -2.0978 1.8736 -5.2885
C15 -2.0244 1.3300 -4.0474
N6 -3.2211 1.0999 -3.4573
O5 -0.9598 1.0678 -3.5044
H18 -2.9602 2.0960 -5.7514
H19 -1.2277 2.0596 -5.7602
H20 -3.2073 0.6964 -2.5342
H21 -4.1051 1.3072 -3.8849
N7 -3.2486 -2.2579 -4.8167
C16 -4.4217 -2.5383 -4.2009
N8 -5.1913 -3.4561 -4.8359
O6 -4.7591 -2.0048 -3.1542
H22 -2.9521 -2.6837 -5.6757
H23 -2.6482 -1.5793 -4.3740
H24 -6.0774 -3.6941 -4.4073
H25 -4.9303 -3.9037 -5.6957
N9 2.8960 0.8277 5.5286
C17 3.3198 1.2090 4.2970
N10 4.3644 0.4965 3.8107
O7 2.7995 2.1232 3.6754
H26 3.3092 0.0801 6.0554
H27 2.1207 1.3340 5.9241
H28 4.7079 0.7499 2.8965
H29 4.8053 -0.2574 4.3049
N11 -6.9526 -5.9635 -1.0222
C18 -6.5137 -5.5757 -2.2447
N12 -5.4641 -6.2876 -2.7231
O8 -7.0248 -4.6558 -2.8662
H30 -6.5475 -6.7156 -0.4952
H31 -7.7317 -5.4579 -0.6327
H32 -5.1088 -6.0284 -3.6292
H33 -5.0306 -7.0457 -2.2285
N13 5.5787 7.0486 1.7550
C19 6.0244 5.7903 1.5153
N14 7.2570 5.7210 0.9557
O9 5.3665 4.7965 1.7827
H34 6.1032 7.8775 1.5429
H35 4.6661 7.1406 2.1705
H36 7.6225 4.8014 0.7622
H37 7.8137 6.5242 0.7281
N15 -3.7145 0.3211 3.8281
C20 -3.6880 0.8505 5.0731
N16 -3.8435 -0.0482 6.0770
O10 -3.5354 2.0486 5.2774
H38 -3.8379 -0.6566 3.6371
H39 -3.6016 0.9604 3.0563
H40 -3.8293 0.3086 7.0185
H41 -3.9696 -1.0330 5.9310

Results
Molar mass   684.6 u
E_HOMO   -8.2 eV
Kohn-Sham gap   0.2814 Ha
Total charge   0
Electronic energy   -2515.20170 a.u.
LUMO level   -0.53 eV
Structure (SMILES)   O=C1C=CC(=O)c2c(CCF)cccc21.NC(N)=O.NC(N)=O.NC(N)=O.NC(N)=O.NC(N)=O.NC(N)=O.NC(N)=O.NC(N)=O


(3)
The following is a DFT calculation (the ωB97M-V functional and the def2-TZVPD basis) of C20H41N2O2P3SW as an isolated structure at a distorted geometry.

Element x y z (Å)
P1 -2.0344 3.1499 -2.4380
C1 -1.3313 4.8524 -2.3522
H1 -1.6000 5.4254 -3.2539
H2 -0.2403 4.7381 -2.2666
H3 -1.7261 5.3301 -1.4461
C2 -1.9481 2.7402 -4.2344
H4 -2.6653 1.9327 -4.4344
H5 -0.9221 2.3979 -4.4321
H6 -2.1812 3.6210 -4.8521
C3 -3.8403 3.4022 -2.2095
H7 -4.2199 4.2365 -2.8134
H8 -4.0183 3.5978 -1.1432
H9 -4.3475 2.4681 -2.4859
P2 -0.9234 -1.4844 4.0797
C4 0.0416 -0.1340 4.8338
H10 0.3287 -0.4466 5.8460
H11 -0.5503 0.8003 4.8287
H12 0.9314 0.0155 4.1920
C5 -2.5278 -1.4058 4.9653
H13 -3.1782 -2.2261 4.6114
H14 -3.0222 -0.4545 4.6947
H15 -2.3786 -1.4667 6.0491
C6 -0.1904 -3.0302 4.7267
H16 -0.1242 -2.9642 5.8180
H17 0.8063 -3.1604 4.2649
H18 -0.8092 -3.8925 4.4110
P3 3.1029 -1.4386 -1.0257
C7 4.5807 -0.3489 -0.7422
H19 5.4737 -0.7641 -1.2414
H20 4.8056 -0.2209 0.3266
H21 4.3814 0.6350 -1.1800
C8 3.7844 -3.1345 -0.8805
H22 4.6635 -3.2719 -1.5166
H23 3.0523 -3.8826 -1.2078
H24 4.0913 -3.3863 0.1422
C9 2.6613 -1.1722 -2.7735
H25 3.4913 -1.5719 -3.3765
H26 2.5559 -0.0985 -3.0057
H27 1.7425 -1.7174 -3.0514
W1 -1.8601 -1.3901 -0.2235
C10 -0.9122 0.0166 0.8641
O1 -0.5415 1.0112 1.4455
C11 2.2730 -0.9118 0.5656
O2 1.7359 -0.3920 1.4724
C12 -1.1807 -3.2523 0.1615
C13 -0.9082 -2.8415 -1.1887
C14 -1.9709 -2.3125 -1.9891
C15 -3.2888 -2.1448 -1.4436
C16 -3.5370 -2.5589 -0.0999
C17 -2.4884 -3.0957 0.6962
H28 -0.3740 -3.6029 0.7727
H29 0.1014 -2.8549 -1.5119
H30 -1.7568 -1.9883 -3.0109
H31 -4.1127 -1.7938 -2.0916
H32 -4.5444 -2.5259 0.2916
H33 -2.5929 -3.3754 1.7339
C18 2.0243 3.9253 1.7560
N1 1.9823 2.8454 0.7722
C19 2.2202 3.0543 -0.5550
S1 1.3692 2.1765 -1.7493
N2 3.1612 3.9731 -0.8752
C20 4.3858 4.1799 -0.0914
H34 2.1705 4.8944 1.2622
H35 2.8400 3.7544 2.4730
H36 1.0788 3.9386 2.3195
H37 1.2429 2.1536 0.9323
H38 3.2706 4.0679 -1.8867
H39 5.2441 4.1292 -0.7761
H40 4.3685 5.1883 0.3523
H41 4.5131 3.4368 0.6960

Results
Molar mass   650.4 u
2S+1   3
E_HOMO (alpha / beta)   -18.5 / -17.7 eV
Kohn-Sham gap (alpha / beta)   0.1422 / 0.1186 Ha
Total charge   +4
Electronic energy   -2534.16968 a.u.
LUMO level (alpha / beta)   -14.59 / -14.49 eV
⟨S²⟩   2.2316